16
Properties=species:S:1:pos:R:3:forces:R:3 method="wB97M-V/def2-TZVPD" smiles="C/C=[N+](/[O-])O.CC#N" orbital_gap_ev="8.9 / 8.9" de_lowest_ev=6.114 e_homo_ev="-8.3 / -8.3"
C 1.2483 0.4995 1.5396 -1.08 0.42 -0.82
C -0.1280 -0.0436 1.8017 4.67 -4.26 0.00
N -0.1457 -1.3521 1.9705 -0.28 -1.20 -1.46
O -1.0686 -2.0635 2.3444 -0.77 -0.19 0.26
O 1.0206 -2.0824 1.5899 1.80 2.67 0.99
H 1.1434 1.5219 1.4005 -0.06 2.48 0.81
H 2.0797 0.2526 2.1814 -0.26 -0.19 0.53
H 1.5580 0.3513 0.5320 0.24 -1.31 -0.95
H -1.0319 0.2679 2.1170 -2.52 2.19 0.90
H 0.9284 -2.9264 1.1642 -1.73 -0.59 -0.16
C -1.0849 1.2703 -3.1468 -0.13 -2.51 -0.59
C -0.6101 0.2970 -2.1506 -0.55 -0.07 0.65
N -0.3063 -0.3615 -1.2569 0.08 0.03 -0.57
H -2.1359 1.4672 -2.9920 -0.21 0.11 0.14
H -0.4970 2.1153 -2.9403 0.66 1.44 -0.52
H -0.9699 0.7866 -4.1547 0.13 0.98 0.80

68
Properties=species:S:1:pos:R:3:forces:R:3 method="wB97M-V/def2-TZVPD" spin_multiplicity=2 orbital_gap_ev="6.5 / 6.8" e_homo_ev="-6.3 / -7.0"
Cu 0.1655 2.0590 -1.1398 0.75 -0.08 0.18
C 1.6107 -5.0836 1.9297 -0.13 -0.10 -0.03
O 0.2383 -5.4452 2.0032 0.15 0.08 0.07
C -0.5490 -5.1160 0.9458 0.12 0.03 -0.11
C -0.0613 -4.6517 -0.2726 -0.12 0.04 0.01
C -0.9475 -4.2967 -1.2826 0.03 0.07 -0.13
C -2.3142 -4.4238 -1.0945 -0.42 0.28 -0.26
C -2.7858 -4.9661 0.0940 -0.11 -0.01 0.25
C -1.9187 -5.2878 1.1197 -0.13 -0.01 -0.04
N -3.3160 -4.2065 -2.1252 0.62 -0.12 -0.12
N -3.3072 -3.2552 -2.9207 -0.10 0.47 0.49
C -2.4842 -2.0653 -2.7828 -0.14 -0.63 0.13
C -1.9008 -1.6171 -3.9324 0.38 0.18 -0.45
C -1.0961 -0.4672 -3.9860 -0.19 -0.25 -0.24
C -0.9012 0.3324 -2.8743 -0.06 0.09 0.36
O -0.1602 1.4048 -2.8959 -0.42 -0.43 -0.12
C -1.5868 -0.0918 -1.6544 0.16 0.21 -0.11
N -1.4173 0.7063 -0.5554 -0.13 -0.46 -0.41
C -1.9765 0.3592 0.5748 -0.14 -0.05 0.12
C -2.8379 -0.7510 0.6919 0.11 0.26 0.19
C -3.0553 -1.5326 -0.4000 -0.01 -0.20 -0.19
C -2.3708 -1.2704 -1.6123 -0.13 0.03 0.18
H 2.0239 -5.2559 2.9188 0.00 -0.02 0.02
H 1.7280 -4.0317 1.6625 -0.01 0.05 0.01
H 2.1459 -5.7005 1.2040 0.00 -0.01 -0.02
H 0.9989 -4.5624 -0.4499 0.05 0.04 -0.01
H -0.5590 -3.9415 -2.2277 -0.01 0.07 0.00
H -3.8548 -5.1101 0.2112 0.07 -0.04 -0.01
H -2.2790 -5.6904 2.0575 0.00 0.03 -0.01
H -2.0444 -2.2140 -4.8282 0.00 0.10 0.02
H -0.6267 -0.1672 -4.9148 -0.01 -0.05 0.02
H -1.7604 0.9870 1.4345 -0.03 -0.02 0.00
H -3.3258 -0.9640 1.6341 0.02 0.05 -0.01
H -3.7582 -2.3546 -0.3435 0.11 0.01 -0.02
C 1.6056 -1.0055 -0.5301 -0.15 -0.41 -0.01
Si 2.1370 0.7779 -0.6851 -0.26 0.19 0.15
C 3.5231 0.8012 -1.9278 0.23 0.14 -0.27
C 2.7825 1.3282 0.9910 0.05 0.16 0.21
C 3.3227 2.6113 1.1533 0.04 -0.03 0.07
C 3.7326 3.0750 2.3961 -0.03 -0.07 -0.05
C 3.6003 2.2645 3.5201 -0.03 0.00 -0.05
C 3.0656 0.9912 3.3866 -0.01 0.01 -0.10
C 2.6621 0.5329 2.1342 0.03 0.03 0.07
H 2.4648 -1.6391 -0.2717 -0.09 0.03 -0.02
H 1.2057 -1.3528 -1.4892 0.03 -0.01 0.07
H 0.8246 -1.1535 0.2222 0.04 -0.01 -0.05
H 4.3153 0.1127 -1.6133 -0.03 0.05 -0.04
H 3.9604 1.7959 -2.0470 -0.01 -0.07 -0.01
H 3.1463 0.4804 -2.9032 0.05 0.03 0.04
H 3.4166 3.2635 0.2888 -0.02 -0.03 0.05
H 4.1540 4.0694 2.4931 -0.01 -0.03 -0.01
H 3.9117 2.6258 4.4931 0.01 -0.01 -0.02
H 2.9654 0.3518 4.2563 -0.01 0.01 -0.02
H 2.2474 -0.4675 2.0505 0.02 0.06 0.02
C -0.6264 5.8486 -0.7583 0.03 0.17 -0.21
P -0.6952 4.5487 0.4591 0.51 -0.35 0.00
C -0.4021 5.2718 2.0609 0.06 0.11 0.21
C -2.3864 3.9763 0.4565 -0.21 -0.08 -0.03
O 0.3390 3.4762 0.1964 -0.51 0.50 0.21
H -1.3563 6.6316 -0.5500 0.03 0.00 -0.02
H -0.8310 5.4099 -1.7368 -0.01 0.04 0.00
H 0.3787 6.2704 -0.7721 -0.02 0.02 0.00
H -1.1283 6.0493 2.3027 0.03 -0.02 -0.01
H 0.6068 5.6855 2.0771 -0.03 0.01 0.02
H -0.4558 4.4721 2.8007 0.00 0.04 0.03
H -3.0634 4.8328 0.4615 -0.02 -0.06 0.02
H -2.5763 3.3586 1.3337 0.00 -0.01 -0.02
H -2.5629 3.3765 -0.4376 -0.02 0.01 0.00

no.,total energy (Eh)
1,-417.031271
2,-3709.383596